[1]
Computed, not measured: a single C13H14Si molecule at a distorted geometry, with wB97M-V/def2-TZVPD.

Summary:
HOMO-LUMO gap (alpha / beta) = 7.95 / 8.03 eV
HOMO energy (alpha / beta) = -7.8 / -7.8 eV
ΔE to the lowest compared entry with this formula, charge and spin = 392.5 kJ/mol

```
28
C13H14Si (wB97M-V/def2-TZVPD)
C 2.4161 -2.2152 1.6218
C 2.2476 -1.1183 2.4165
C 1.7696 -2.2413 0.3713
C 1.4415 -0.0513 2.0775
C 0.8504 -1.2131 0.0369
C 0.7122 -0.0783 0.9110
C -0.2345 -1.4735 -2.3992
C -2.0132 0.1947 -2.2050
C 0.1386 -1.1432 -1.1752
C -1.6853 0.5761 -1.0029
C -1.3018 -0.7723 -3.1395
C -0.0429 2.8318 -0.2400
C -1.6297 1.4371 2.0179
Si -0.6598 1.0903 0.4013
H 3.1192 -3.0601 1.8925
H 2.7832 -1.0753 3.3506
H 1.6180 -3.1968 -0.1790
H 1.2724 0.8802 2.7208
H 0.3506 -2.1203 -2.9925
H -2.8101 0.7083 -2.6858
H -1.1273 -0.1687 -4.0472
H -1.8330 -1.6080 -3.4260
H 0.0111 2.8105 -1.4344
H -0.8492 3.5170 0.0211
H 1.0203 3.1520 0.0069
H -2.5593 2.1630 1.9194
H -2.0806 0.4648 2.4497
H -0.9240 1.7097 2.7117
```

Results of the Mulliken charge analysis, in e, for atoms 1 through 5: C -0.5108; C -0.4635; C -0.6610; C -0.4360; C 0.6938

[2]
Computed, not measured: a molecular structure, C18H31Ge2N2OSeV at a distorted geometry, with wB97M-V/def2-TZVPD.

Summary:
HOMO-LUMO gap (alpha / beta) = 6.36 / 6.93 eV
HOMO energy (alpha / beta) = -5.9 / -6.6 eV
<S²> = 2.19
multiplicity = 3
ΔE to the lowest compared entry with this formula, charge and spin = 201.5 kJ/mol

```
56
C18H31Ge2N2OSeV (wB97M-V/def2-TZVPD)
V -0.0687 0.1619 0.5122
O -1.4317 0.9303 1.2263
C -1.7419 2.1844 1.1969
C -2.9476 2.6151 1.7793
C -3.3364 3.9349 1.7580
C -2.5162 4.8896 1.1663
C -1.3225 4.5057 0.6040
C -0.8932 3.1675 0.5883
C 0.3656 2.8170 -0.0032
N 0.9259 1.5980 -0.0579
C 2.1654 1.7325 -0.6107
C 2.3746 3.0366 -0.9265
N 1.2526 3.7145 -0.5444
H -3.5675 1.8606 2.2489
H -4.2701 4.2308 2.2104
H -2.8050 5.9294 1.1425
H -0.7073 5.2697 0.1523
H 2.8035 0.8728 -0.7143
H 3.1946 3.5352 -1.3984
H 1.1162 4.7046 -0.6383
C -0.2597 -5.6182 -3.8508
Ge -0.0719 -3.6539 -3.5769
C -1.6165 -2.7403 -4.4351
C 1.6144 -2.9565 -4.3506
C 0.0646 -3.2410 -1.6237
Se -0.0977 -1.2555 -1.4138
C -2.0547 -1.3458 -1.2160
H -0.2455 -5.8501 -4.9116
H -1.1991 -5.9761 -3.4396
H 0.5491 -6.1607 -3.3719
H -1.5521 -2.8680 -5.5121
H -1.6051 -1.6745 -4.2234
H -2.5669 -3.1561 -4.1112
H 1.5989 -2.9782 -5.4359
H 2.4652 -3.5410 -4.0128
H 1.7607 -1.9278 -4.0296
H 1.0552 -3.5119 -1.2590
H -0.6797 -3.7077 -0.9800
H -2.5046 -2.0253 -1.9370
H -2.4335 -0.3334 -1.3634
H -2.2647 -1.6715 -0.1947
C 1.9287 2.0678 3.1262
Ge 1.4264 0.1398 3.3545
C 2.7152 -0.7509 4.6087
C -0.3355 0.1925 4.2830
C 1.1690 -0.6795 1.6141
H 2.0148 2.5723 4.0845
H 1.1503 2.5671 2.5537
H 2.8695 2.1784 2.5931
H 2.7284 -0.2279 5.5588
H 3.7226 -0.7623 4.2090
H 2.4121 -1.7753 4.7991
H -0.2906 0.7842 5.1934
H -0.6680 -0.8107 4.5360
H -1.0629 0.6391 3.6105
H 1.6733 -1.6321 1.4332
```

Results of the Mulliken charge analysis, in e, for atoms 1 through 5: V 0.1506; O -0.7249; C 0.8237; C -0.5366; C -0.5172

[3]
Computed, not measured: a molecular structure, C31H34I2N5Sb2Tm at a distorted geometry, with wB97M-V/def2-TZVPD.

Summary:
HOMO-LUMO gap (alpha / beta) = 7.06 / 7.05 eV
HOMO energy (alpha / beta) = -12.8 / -12.8 eV
net charge = +2
<S²> = 2.00
multiplicity = 3
ΔE to the lowest compared entry with this formula, charge and spin = 181.1 kJ/mol

```
75
C31H34I2N5Sb2Tm (wB97M-V/def2-TZVPD)
Tm 8.7835 12.5868 12.5189
C 6.5035 9.4094 15.3934
C 7.4884 8.4047 15.2532
C 8.6748 8.7065 14.5634
C 8.8856 9.9682 14.0796
N 7.9429 10.9002 14.2452
C 6.8367 10.6554 14.9409
N 9.9993 10.5145 13.4117
C 10.5939 11.4529 14.0949
N 10.8866 12.5970 13.3970
C 10.5198 13.5896 14.3399
N 9.8120 14.5449 13.7812
C 8.7038 14.8891 14.5605
C 8.6275 15.8531 15.5493
C 7.3711 16.0033 16.1781
C 6.2461 15.3578 15.6649
C 6.4528 14.4029 14.6685
N 7.6610 14.1718 14.1323
C 10.7367 13.0784 15.6829
C 11.0196 13.6903 16.8726
C 11.3355 12.9099 17.9795
C 11.4392 11.5358 17.8058
C 11.1292 10.9043 16.6024
C 10.7720 11.6743 15.5406
H 5.5453 9.2122 15.8642
H 7.3329 7.4233 15.7232
H 9.5213 8.0274 14.4845
H 6.0938 11.4417 15.0393
H 9.4902 16.4039 15.9501
H 7.2055 16.7223 16.9555
H 5.2179 15.5524 16.0429
H 5.6100 13.7865 14.3672
H 10.9245 14.7425 16.9820
H 11.6062 13.3727 18.9119
H 11.7670 10.9729 18.6533
H 11.1789 9.8128 16.5756
C 11.4799 10.2659 9.8426
Sb 10.5493 12.1925 10.0288
C 12.3548 13.2995 10.1076
C 10.0889 12.6074 7.9385
C 10.2118 14.0301 7.5592
C 11.2806 14.4741 6.8820
C 11.4836 15.8032 6.5806
C 10.4124 16.6663 6.8071
C 9.2649 16.2431 7.4553
C 9.1942 14.9402 7.8731
C 7.9227 14.5459 8.5440
Sb 7.9896 14.9637 10.7035
C 9.6761 16.3018 10.7611
C 6.2559 16.1991 11.1625
H 10.7808 9.4291 9.9233
H 12.1628 10.2250 10.6965
H 12.0272 10.2807 8.9162
H 12.9403 12.9233 9.2533
H 12.8819 13.2091 11.0934
H 12.0274 14.3419 9.9052
H 9.1264 12.1478 7.7233
H 10.8658 11.9738 7.4986
H 11.9964 13.7490 6.5698
H 12.3701 16.2667 6.1059
H 10.4943 17.6531 6.4455
H 8.4010 16.8953 7.6141
H 7.6244 13.4789 8.4927
H 7.0744 15.1196 8.2608
H 9.4742 17.2256 10.2174
H 10.4716 15.8334 10.2194
H 10.0050 16.4855 11.7822
H 5.9704 16.8785 10.3536
H 6.5941 16.7491 12.0491
H 5.4439 15.5455 11.4162
I 7.1773 10.6571 10.7775
C 5.0921 10.4103 10.9806
I 4.1791 12.2726 11.3992
H 4.8860 9.8320 11.8479
H 4.6958 9.9866 10.0579
```

Results of the Mulliken charge analysis, in e, for atoms 1 through 5: Tm 0.4370; C -0.8747; C -0.3990; C -0.6704; C 0.2519

[4]
Computed, not measured: a single C4H5NO molecule at a distorted geometry, with wB97M-V/def2-TZVPD.

Summary:
HOMO-LUMO gap (alpha / beta) = 9.02 / 9.02 eV
HOMO energy (alpha / beta) = -9.3 / -9.3 eV
ΔE to the lowest compared entry with this formula, charge and spin = 561.4 kJ/mol

```
11
C4H5NO (wB97M-V/def2-TZVPD)
C 0.8571 -0.2162 0.3177
C -0.6204 -0.1031 0.2347
O -1.0422 -1.4932 -0.6467
C -1.7062 -0.1117 1.3295
N -2.5704 0.5391 0.6877
C -1.4556 1.0496 -0.0086
H 1.2269 0.8938 0.3808
H 1.2219 -0.7745 -0.5363
H 1.2036 -0.6323 1.2586
H -1.8993 -1.8851 -0.4384
H -1.1420 1.9904 -0.0062
```

Results of the Mulliken charge analysis, in e, for atoms 1 through 5: C -1.1304; C 1.4023; O -0.6007; C -0.4642; N -0.2307

[5]
Computed, not measured: a molecular structure, C16H34BMoNP2 at a distorted geometry, with wB97M-V/def2-TZVPD.

Summary:
HOMO-LUMO gap (alpha / beta) = 6.67 / 5.13 eV
HOMO energy (alpha / beta) = -15.0 / -14.9 eV
net charge = +2
<S²> = 2.02
multiplicity = 3

```
55
C16H34BMoNP2 (wB97M-V/def2-TZVPD)
P 2.9649 1.0842 -0.4900
P 1.3927 -0.3800 -2.6662
C 3.9451 0.4932 -1.9686
C 3.0396 0.3407 -3.1779
H 4.4337 -0.4525 -1.6872
H 4.7262 1.2331 -2.1703
H 2.8431 1.3018 -3.6783
H 3.4921 -0.3381 -3.9081
C 1.9198 -2.1253 -2.9392
H 1.0324 -2.7708 -2.9451
H 2.5977 -2.4298 -2.1333
H 2.4345 -2.1978 -3.9074
C 0.6179 -0.0858 -4.3087
H 1.2609 -0.5087 -5.0983
H 0.5165 1.0010 -4.4485
H -0.3699 -0.5634 -4.3218
C 4.3582 0.8488 0.6857
H 4.0770 1.2827 1.6530
H 5.2596 1.3443 0.2893
H 4.5374 -0.2314 0.7908
C 3.2495 2.8689 -0.8571
H 2.6376 3.1627 -1.7177
H 4.3143 3.0221 -1.0844
H 2.9714 3.4633 0.0222
Mo -2.5580 -0.2217 2.1016
C -2.3471 -0.1412 -0.1170
C -1.7911 -1.3618 0.3448
C -0.3148 -1.6635 0.5423
C 0.2761 -1.2960 1.9329
C -0.4044 -0.1453 2.6316
C -0.7320 1.0922 2.0120
C -0.4496 1.4647 0.5752
C -1.5743 1.1133 -0.4399
C -2.8735 0.7459 4.0016
H -3.3469 -0.2184 -0.5814
H -2.4426 -2.2535 0.2569
H 0.3128 -1.2681 -0.2821
H -0.2379 -2.7646 0.4315
H 0.1871 -2.1939 2.5546
H 1.3602 -1.0926 1.8633
H -0.2879 -0.1133 3.7226
H -0.9404 1.9363 2.6853
H 0.5291 1.0893 0.2211
H -0.3487 2.5677 0.5755
H -2.2634 1.9675 -0.4593
H -1.1805 1.0362 -1.4712
H -3.8497 1.2664 3.9459
H -2.0741 1.4090 4.3626
H -2.9774 -0.1345 4.6720
B -6.8115 -1.8592 2.3628
C -5.3908 -1.4046 2.2743
N -4.2791 -1.0244 2.2023
H -7.4475 -0.9521 2.8638
H -6.8236 -2.8547 3.0569
H -7.1707 -2.0884 1.2245
```

Results of the Mulliken charge analysis, in e, for atoms 1 through 5: P 0.9963; P 0.8867; C -1.2231; C -1.2337; H 0.5231

[6]
Computed, not measured: 2 unconnected molecules or ions with the total composition C4H8O4 at a distorted geometry, with wB97M-V/def2-TZVPD.

Summary:
HOMO-LUMO gap = 9.21 eV
HOMO energy = -8.5 eV
ΔE to the lowest compared entry with this formula, charge and spin = 497.5 kJ/mol

```
16
C4H8O4 (wB97M-V/def2-TZVPD)
C -1.1735 -0.2058 0.2355
C -0.2132 0.4969 -0.5592
C -2.5630 -0.3042 -0.1866
C 1.8205 0.0673 -0.0018
O -0.7734 1.1573 0.5401
O 1.8479 0.6039 1.3578
O 2.7420 0.7067 -0.8675
O 1.9005 -1.3376 0.0704
H -0.9365 -1.0146 0.9672
H -0.1253 0.9131 -1.6110
H -2.6722 -1.0507 -0.9585
H -2.8235 0.6507 -0.6730
H -3.2611 -0.3995 0.6350
H 1.2374 1.3852 1.4160
H 3.0147 -0.0886 -1.3170
H 1.9788 -1.5800 0.9525
```

Results of the Mulliken charge analysis, in e, for atoms 1 through 5: C 0.5265; C -0.1455; C -1.4124; C 0.4588; O -0.4800

| no. | energy (Eh) |
| --- | --- |
| 1 | -793.07868 |
| 2 | -8388.40097 |
| 3 | -3636.06308 |
| 4 | -285.20076 |
| 5 | -1459.70104 |
| 6 | -458.04365 |